C33H97N17O12 | ωB97M-V with the def2-TZVPD basis set

Structure (XYZ):
```
159
Properties=species:S:1:pos:R:3:forces:R:3
C 3.3553 1.5874 -2.1082 -0.37 0.04 1.18
H -3.1569 -1.5822 5.1052 1.61 -0.61 -0.21
H 4.0990 -3.2651 -5.9213 -0.27 0.17 0.66
H 0.0814 5.9087 -5.0432 0.05 -0.55 0.01
H -0.0053 2.9717 6.5564 -0.80 -0.67 -0.07
H -0.6736 -6.2609 1.1348 -0.65 0.57 0.51
H 2.0766 -1.8411 3.7243 -0.09 0.43 0.01
C 1.5234 -1.0072 3.2522 -0.10 -1.38 -1.20
H -6.2768 0.7699 -2.0207 0.63 0.42 0.73
H -3.2227 3.9478 -1.2376 -0.55 -0.16 0.08
H 1.3251 -1.3492 2.1903 0.69 0.55 0.55
H -4.0930 -1.9890 -3.0298 -1.70 0.27 -0.34
C 3.9909 1.6338 2.9615 1.21 1.35 -0.26
H 0.5888 -4.1288 -3.4497 -0.34 -1.46 -0.45
H -0.6571 -6.1947 2.8878 -0.05 -0.51 0.60
C 4.9644 -4.8824 4.9447 0.24 1.13 0.71
H 4.0933 -0.8503 -1.6317 0.11 -0.36 0.27
H -1.5958 -4.3168 0.0573 -0.19 0.24 0.54
C -0.4398 5.3838 -5.8587 0.02 1.03 0.56
H -2.9248 3.4817 4.5225 0.43 -0.22 -0.29
C 5.5038 1.7492 2.6015 0.03 -1.85 0.83
H 1.8061 2.2145 0.0954 -0.02 -1.01 -0.68
C -1.7286 -4.5099 2.1205 -0.41 -0.65 0.47
C 0.3067 1.5827 -6.2572 -0.59 0.61 -0.41
H 5.7981 1.3828 1.6247 -0.30 -0.07 -0.38
H 0.2547 4.8512 -6.4933 0.13 -0.06 -0.11
H -0.9118 -1.3846 -4.8764 -1.00 1.97 -1.40
H -3.3578 -1.9071 2.6536 -0.36 0.39 -0.98
H 2.6750 1.2053 -2.8552 -0.22 -0.43 -0.56
H 1.6889 -3.9968 0.4107 -0.18 -0.05 -0.08
H 2.3538 -1.0163 -1.4042 -0.42 0.07 -0.58
C 3.3671 3.8208 -2.8810 -0.03 -0.68 -0.12
H 5.8066 2.7650 2.6667 0.15 1.06 -0.01
C -5.4150 2.2795 -2.9861 0.56 0.35 0.36
H 0.2524 3.9082 -1.5332 -1.18 -0.33 0.41
O -0.8865 3.4139 0.7837 0.34 0.13 -0.32
H 2.9955 -6.3501 5.2013 -0.11 -0.31 0.40
H -4.8384 1.4036 -1.2020 -0.02 0.06 0.06
C 3.4491 0.2317 2.9674 2.02 -0.43 1.18
C 3.0841 -3.6840 -5.8140 -0.70 0.04 -0.73
H -2.8634 5.1946 4.2352 0.52 -0.96 -0.80
H -2.5723 0.6908 -2.5714 -0.06 0.22 -0.25
H -0.3445 2.5491 3.0925 0.40 -0.50 -1.06
O 2.5814 -4.0214 2.2373 -0.16 0.00 -1.06
N -5.4221 -1.4166 -1.0218 0.46 -0.90 -2.41
H 4.4109 1.4491 -2.3975 -0.26 0.08 -0.19
H 3.1356 -4.7539 -5.8117 0.43 -0.66 -0.25
C -1.4205 3.7266 -0.2745 -0.86 0.54 -1.52
H -3.2209 3.7775 0.5310 -0.54 -0.07 -0.52
H -2.1567 -2.8753 5.8084 -0.03 -0.54 0.15
H -1.1992 4.0835 -2.3642 -1.26 0.77 -1.20
C 3.8139 -4.2973 2.8055 1.47 1.63 1.84
H 0.5394 -0.9406 3.6370 -0.92 0.14 0.85
H 5.6193 -4.0065 4.7826 -0.26 -0.33 0.18
H -0.0833 4.8437 2.3957 0.12 0.00 -0.33
H -4.7808 -1.6453 1.7537 -1.51 -0.11 -0.46
H 0.8144 3.0253 4.3824 0.10 0.09 -0.31
H -2.3279 4.5819 -6.1754 -0.08 -0.58 0.18
H -0.5761 6.0744 3.3033 0.39 0.02 -0.04
C -0.2308 2.9333 4.0756 -0.37 -0.83 0.68
N 1.8598 1.2016 -0.1610 -0.36 1.32 0.55
C -0.7910 2.2061 6.3139 0.40 0.51 -0.98
H 1.7564 0.7669 0.7620 0.26 -0.20 -0.37
H 1.8216 -1.5725 -5.4849 -0.51 -0.19 0.39
H 3.3844 -3.5164 0.3470 -0.06 -0.52 0.28
H 2.9123 -5.2694 0.6551 0.18 0.08 -0.38
N -2.7776 4.0396 -0.3386 1.72 -0.31 0.52
H 3.4678 2.3281 2.2042 0.19 -1.17 0.94
H -6.0290 -0.9142 -0.4707 -1.27 1.29 1.91
H -1.7719 2.4506 6.7117 -0.15 0.70 -0.10
H 2.5346 -3.4014 -6.7381 0.11 0.05 0.41
H 4.3792 -5.0426 2.2309 -0.18 -0.20 0.34
O -4.4873 3.0982 -3.0513 -0.10 0.11 -0.49
H -2.2128 5.9981 -3.8845 0.24 -3.06 -0.92
C 3.2633 -0.6497 -0.9533 -0.11 1.48 -0.62
N -0.6278 -0.6603 -0.4345 2.01 1.09 -0.10
H -0.1779 3.0623 -4.4936 -1.16 0.21 -0.76
H 0.3799 1.0100 -7.1575 0.35 -0.39 -0.49
H -2.5858 4.0455 2.8594 -0.47 -0.19 -0.98
N 2.8271 -5.8847 4.3283 0.03 0.41 0.18
H -0.5205 -1.2893 0.3543 -0.79 -0.11 -0.59
H 4.8149 -4.9943 6.0277 0.23 -0.07 -0.23
C 3.1481 0.8932 -0.7679 1.80 -0.46 1.57
H 2.9716 2.0789 4.5886 -2.20 0.47 0.98
H -2.1985 1.4479 1.9031 -0.07 -1.29 0.21
H 3.1264 -3.7677 4.8073 0.51 -0.99 -0.68
H 3.4292 4.8327 -2.4815 0.58 -0.16 0.11
N -2.1024 4.9107 -4.0595 -1.24 1.70 0.44
C 2.6687 -4.2190 0.8213 -0.43 0.52 0.39
H 2.6560 -1.5473 -3.9298 -0.67 0.01 0.03
H -4.4519 -1.0965 -1.0343 0.02 -0.32 0.43
H -0.5042 -3.3334 -2.2784 -0.14 -0.07 0.27
C -0.6607 -5.5751 2.0175 0.56 -0.79 -1.38
H -0.5709 1.2760 6.7723 0.66 -0.90 0.59
O 2.3266 -3.4254 -4.6543 -0.07 1.06 -0.36
N -0.0462 5.2014 3.3442 -1.50 -0.14 0.27
H -5.4674 -2.0055 -4.1561 -0.11 -0.10 -0.51
N -5.1004 -1.7846 -3.2609 2.30 -0.34 0.27
O -2.6053 -1.3533 -1.1697 -0.53 0.58 -0.41
N -3.8505 -1.3929 1.8967 3.04 -0.08 1.78
H 4.0364 1.3344 -0.0939 -1.58 -1.15 -1.21
H -0.9705 1.2208 -2.0787 -0.21 0.32 0.06
H -6.9927 1.3492 -4.0195 0.16 0.12 0.06
H -2.6886 -5.0115 2.4014 0.34 0.35 -0.36
H 5.4765 -5.7353 4.5550 0.23 -0.74 -0.28
C -1.7128 -0.4892 -1.1933 -0.56 -1.78 0.49
O -0.6251 2.6232 -6.4983 -0.44 -0.41 1.31
H -0.0500 0.9786 -5.4531 -0.29 -0.88 0.56
N 3.9054 2.1394 4.3437 2.41 0.57 -1.62
O -7.1949 -1.2768 -2.5465 1.85 -0.03 0.59
H -1.0732 -4.4939 4.2042 -0.77 1.02 -0.82
C -5.9784 -1.4816 -2.2917 -1.41 -0.10 0.27
H -0.8995 6.1806 -6.4174 0.08 0.47 -0.55
N -0.6255 -2.2661 -4.6187 -0.19 -1.67 0.47
N -2.2672 0.4307 2.1303 -0.41 0.46 0.61
N -0.7809 3.8353 -1.5127 2.30 -0.80 2.46
H -3.0394 4.4458 -3.9009 1.20 0.85 -0.18
N -1.7585 0.6020 -1.9968 0.22 -0.26 0.11
H 2.5640 3.8632 -3.6065 -0.28 -0.19 -0.54
H -1.8899 2.4809 -4.7288 0.54 -0.15 -0.66
C 3.6356 -4.6542 4.2907 -1.11 0.09 -0.81
N -5.5673 1.5042 -1.8912 -1.44 -0.89 -0.89
H 3.6370 -0.2038 2.0001 -0.43 -0.45 -0.71
H -0.7505 4.5038 5.1794 -0.15 0.85 0.48
C 0.4860 -2.1265 -3.7398 1.57 -1.94 -0.67
H 1.8359 -5.6722 4.2814 0.12 -0.03 -0.12
H 4.2698 3.1036 4.2866 -0.80 -0.58 0.64
C -3.5089 -0.0921 1.6511 -0.01 -0.11 1.19
C -1.0757 3.0749 -5.2133 0.55 0.52 0.28
O 2.1286 0.2327 3.3924 -0.44 0.32 -0.51
H 0.3223 -5.1336 1.9350 0.35 0.41 0.20
H 1.2453 1.9996 -5.9313 0.70 0.16 -0.08
C -1.3118 -3.7273 3.3794 0.33 -1.12 0.13
O -4.3085 0.5816 1.0245 0.32 1.11 -0.85
H -0.4437 -2.9061 -5.3802 -0.11 0.26 -0.11
O -0.8472 1.9341 4.9045 -0.04 0.45 0.36
H 3.2930 -1.2153 -0.0498 0.62 -0.17 0.88
C 0.4426 -3.3176 -2.7936 1.52 0.75 0.54
C -2.2172 -2.2280 4.9374 -1.05 2.17 2.24
H 1.3355 -3.3743 -2.1264 -0.77 0.29 -0.09
N -6.3651 2.1390 -3.9713 0.75 1.42 -1.38
H 6.1599 1.1973 3.3320 -0.86 0.38 -0.46
H 0.1326 0.0024 -0.5789 -0.08 -0.03 0.45
H 4.0706 -0.3797 3.7181 -0.59 0.71 -0.90
O 3.0472 2.9242 -1.8478 -0.09 0.85 0.55
C -1.5661 4.5015 -5.3879 -0.18 0.34 0.93
C 1.8430 -2.0641 -4.4903 1.45 -0.68 0.23
N -1.7748 -3.7496 0.8879 1.73 -0.78 0.01
H -1.8606 0.2461 3.0976 -1.17 -0.02 -1.82
H 0.3944 -1.2588 -3.1906 -0.39 2.16 1.13
H -0.2956 -3.2883 3.1765 -1.09 0.66 0.19
H 4.4677 -3.3680 2.8866 -0.56 -0.58 -0.75
C -2.4019 4.2099 3.8912 -0.27 1.82 1.37
C -0.9000 4.2751 4.1342 0.71 -0.22 1.08
O -2.3972 -2.8723 3.7682 1.04 -1.60 -1.92
H 4.2641 3.3922 -3.3498 0.12 0.98 -0.22
H -6.2136 2.7435 -4.8282 -0.36 -1.37 1.74
H -2.5120 -3.1232 0.7142 -1.17 0.84 0.03
H -1.2894 -1.6421 4.9560 -0.20 0.37 -0.07
```
Forces are in eV/Å.

Summary:
* structure (SMILES): COC[C@H](C)N.COC[C@H](C)N.COC[C@H](C)N.COC[C@H](C)N.COC[C@H](C)N.COC[C@H](C)N.COC[C@H](C)N.NC(N)=O.NC(N)=O.NC(N)=O.NC(N)=O.NC(N)=O
* spin multiplicity: 1
* ΔE to the lowest compared entry with this formula, charge and spin: 1.667 eV
* charge: 0
* E_HOMO: -8.973 eV